# 1
# H22O11

11 unconnected molecules or ions with the total composition H22O11 (ωB97M-V/def2-TZVPD, OMol25).

Structure (XYZ):
```
33
H22O11 | OMol25 | ωB97M-V/def2-TZVPD
O 2.8827 -1.2163 -1.8597
H 2.5822 -0.3053 -1.9216
H 2.3897 -1.7025 -2.5252
O -0.0977 -1.4716 2.9916
H 0.3282 -0.6260 2.8275
H -0.7197 -1.6239 2.2740
O 0.1449 -0.4189 -3.0035
H 0.3258 -1.2886 -2.6587
H -0.0027 0.3179 -2.4069
O 3.8260 -2.3391 0.9043
H 4.5578 -2.2626 1.5154
H 3.7337 -1.5820 0.3224
O 3.6224 2.8114 1.6063
H 3.4788 3.4593 2.3060
H 2.9984 3.0915 0.9251
O 0.3196 1.8967 -1.1527
H -0.0722 2.5674 -0.5768
H 0.3862 1.1520 -0.5364
O -0.5306 -4.3306 -0.2263
H -0.0019 -3.8552 0.4219
H -1.4035 -4.5052 0.1316
O -3.8360 0.8359 -0.0409
H -3.2594 0.2670 0.4762
H -4.4217 0.3509 -0.6264
O -3.1307 1.7763 2.9577
H -2.8752 1.6821 2.0376
H -4.0565 2.0355 2.9515
O -0.3175 3.9964 -2.8224
H -0.7889 3.2444 -3.2032
H 0.5584 3.8055 -3.1826
O -2.1094 -1.6683 0.5717
H -1.8589 -2.4999 0.1665
H -2.6524 -1.5944 1.3561
```

Summary:
SMILES string: O.O.O.O.O.O.O.O.O.O.O
Electronic energy in a.u.: -840.77946
Charge: 0
2S+1: 1
HOMO-LUMO gap in hartree: 0.3943
HOMO in eV: -11.015
Energy relative to the best compared isomer or geometry (same formula, charge and spin) in kJ/mol: 264.3

# 2
# C2H2Br2O

2 unconnected molecules or ions with the total composition C2H2Br2O (ωB97M-V/def2-TZVPD, OMol25).

Structure (XYZ):
```
7
C2H2Br2O | OMol25 | ωB97M-V/def2-TZVPD
C -0.5782 0.7083 0.3752
C -0.1705 -0.3420 -0.5439
O -0.4354 1.8849 0.2485
Br 2.6511 -0.0352 0.0398
Br -0.1949 -2.0679 0.1028
H -0.9354 0.2915 1.3941
H -0.3367 -0.4396 -1.6165
```

Summary:
Electronic energy in a.u.: -5300.55037
Charge: 0
2S+1: 3
HOMO-LUMO gap (alpha / beta) in hartree: 0.3607 / 0.2391
HOMO (alpha / beta) in eV: -9.194 / -10.291
Energy relative to the best compared isomer or geometry (same formula, charge and spin) in kJ/mol: 12.7

# 3
# C28H48BMnN3O2P2

A molecular structure, C28H48BMnN3O2P2 (ωB97M-V/def2-TZVPD, OMol25).

Structure (XYZ):
```
85
C28H48BMnN3O2P2 | OMol25 | ωB97M-V/def2-TZVPD
Mn 0.4053 -0.7136 0.7246
C -3.6695 -3.7391 -2.3785
C -2.2132 -3.6475 -1.9160
C -1.7896 -4.9539 -1.2409
C -1.3235 -3.4485 -3.1552
P -1.7354 -2.2099 -0.8008
C -2.4827 -0.7463 -1.6812
N -1.4779 0.2941 -1.8332
B -0.3377 0.4836 -0.9649
N 0.4961 1.4177 -1.6930
C 1.8807 1.7066 -1.3872
P 2.6470 0.2244 -0.5615
C 3.1505 -0.8668 -2.0062
C 3.5053 -2.2486 -1.4390
C 4.3015 -0.3419 -2.8623
C 1.9196 -1.0460 -2.9081
C 4.1478 0.9847 0.2687
C 5.1363 -0.1089 0.6791
C 4.8659 2.0649 -0.5446
C 3.5951 1.6202 1.5539
C -0.1027 1.7465 -2.9044
C 0.3195 2.5624 -3.9380
C -0.4899 2.6729 -5.0690
C -1.6943 1.9879 -5.1536
C -2.1290 1.1689 -4.1114
C -1.3250 1.0459 -2.9924
C -2.6703 -2.3329 0.8438
C -1.7762 -3.1568 1.7870
C -2.8448 -0.9241 1.4327
C -4.0533 -2.9823 0.8005
H -3.7393 -4.4872 -3.1743
H -4.3466 -4.0424 -1.5856
H -4.0313 -2.7961 -2.7919
H -1.8755 -5.7781 -1.9546
H -0.7513 -4.9066 -0.9045
H -2.4164 -5.1969 -0.3832
H -1.4818 -4.2786 -3.8495
H -1.5515 -2.5235 -3.6890
H -0.2660 -3.4284 -2.8850
H -2.8232 -1.0649 -2.6673
H -3.3637 -0.3874 -1.1438
H 2.4301 1.9467 -2.3020
H 1.9814 2.5655 -0.7177
H 4.3911 -2.2303 -0.8059
H 2.6783 -2.6534 -0.8504
H 3.6986 -2.9376 -2.2660
H 5.2436 -0.3071 -2.3161
H 4.4420 -1.0124 -3.7153
H 4.0924 0.6524 -3.2618
H 1.0454 -1.3825 -2.3449
H 1.6507 -0.1305 -3.4357
H 2.1526 -1.8069 -3.6593
H 5.6681 -0.5275 -0.1751
H 5.8830 0.3209 1.3530
H 4.6336 -0.9203 1.2103
H 5.2517 1.6912 -1.4908
H 4.2184 2.9179 -0.7516
H 5.7151 2.4370 0.0366
H 3.2425 0.8516 2.2420
H 4.3907 2.1843 2.0491
H 2.7654 2.3048 1.3666
H 1.2497 3.1134 -3.8738
H -0.1774 3.3093 -5.8866
H -2.3098 2.0963 -6.0370
H -3.0774 0.6506 -4.1811
H -0.7361 -2.8150 1.7866
H -2.1566 -3.1051 2.8100
H -1.7488 -4.2087 1.4991
H -1.9470 -0.3062 1.3747
H -3.6507 -0.3774 0.9436
H -3.1103 -1.0161 2.4894
H -4.0055 -4.0266 0.4990
H -4.4927 -2.9486 1.8024
H -4.7277 -2.4510 0.1263
O -0.7953 2.0825 3.6130
C -0.0012 1.1816 3.7087
C 0.6782 0.7510 5.0134
C 1.4803 -0.4883 4.6303
C 1.1929 -0.6043 3.1544
O 1.5580 -1.5433 2.4119
N 0.4465 0.3808 2.6597
H -0.0814 0.5682 5.7715
H 1.2957 1.5781 5.3630
H 1.1565 -1.4015 5.1298
H 2.5553 -0.3959 4.7879
```

Summary:
Electronic energy in a.u.: -3269.14893
Charge: 0
2S+1: 6
HOMO-LUMO gap (alpha / beta) in hartree: 0.2525 / 0.2923
HOMO (alpha / beta) in eV: -6.307 / -7.413

# 4
# C27H41Cl3CuN3O3Si

A molecular structure, C27H41Cl3CuN3O3Si (ωB97M-V/def2-TZVPD, OMol25).

Structure (XYZ):
```
79
C27H41Cl3CuN3O3Si | OMol25 | ωB97M-V/def2-TZVPD
C 2.5491 -1.5518 -3.5872
C 2.0286 -0.5860 -4.6023
H 2.1912 -2.5552 -3.8435
H 2.2110 -1.2840 -2.5815
H 3.6484 -1.5880 -3.5832
C 1.9411 -0.9197 -5.9037
C 2.3447 -2.2292 -6.4896
H 1.5911 -0.2004 -6.6427
H 1.9229 -3.0918 -5.9578
H 3.4340 -2.3702 -6.5490
H 1.9567 -2.2435 -7.5144
Cu 0.6865 2.9757 -0.7746
Cl -0.7724 4.3325 0.1469
Cl 2.6760 2.3537 -0.5360
H -3.4920 1.6088 4.5069
H -1.4785 2.0529 6.4970
C -2.9286 0.6659 4.5508
C -1.0108 1.1654 6.0426
N -1.5098 0.9327 4.6992
H -3.0973 0.1097 3.6214
C -0.8424 1.3850 3.5944
O -1.3887 1.6164 2.5283
H 0.0742 1.3115 6.0063
H 0.2509 1.4906 3.7743
H -3.2649 0.0901 5.4184
H -1.2465 0.3030 6.6800
H -0.0016 -3.8135 0.4577
H -2.1589 -2.5910 -1.6781
C -1.0116 -4.2471 0.5259
C -2.7473 -3.1417 -0.9235
N -2.0284 -3.2224 0.3333
H -1.1360 -4.6856 1.5275
C -2.1855 -2.2433 1.2392
O -3.1654 -1.6038 1.5272
H -3.6935 -2.6161 -0.7442
H -1.1029 -1.9976 1.7583
H -1.1413 -5.0162 -0.2349
H -2.9167 -4.1575 -1.2812
O 0.9721 0.7825 -2.8696
C 1.6905 0.8194 -4.0941
C -0.1267 1.3020 -5.7993
C 1.0371 1.7014 -5.1351
H -0.5584 0.3191 -5.5670
C -0.6747 2.1441 -6.7728
H 2.6577 1.2786 -3.8379
C 1.6456 2.9300 -5.3983
H -1.5821 1.8455 -7.3018
C -0.0398 3.3572 -7.0779
C 1.1110 3.7515 -6.3842
H 2.5379 3.2003 -4.8240
H -0.4479 3.9998 -7.8557
H 1.6041 4.6983 -6.6151
Si -0.4925 1.1305 -2.0737
Cl 0.2608 -1.3826 1.6465
C -1.9199 0.2337 -2.8828
C -0.7760 2.9245 -2.6275
C -0.2991 0.4962 -0.3744
H -2.1153 0.6236 -3.8901
H -2.8347 0.3827 -2.2900
H -1.7295 -0.8434 -2.9652
H -0.5297 -0.5735 -0.4850
H -0.9862 0.9334 0.3522
H 0.7321 0.5843 -0.0242
H -0.8031 2.8979 -3.7275
H 0.0425 3.6416 -2.3999
H -1.7111 3.3317 -2.2276
N 3.0756 -0.5957 4.5618
C 2.5362 -0.6876 5.5993
C 1.8782 -0.7822 6.8703
C 0.8774 -1.7357 7.0737
C 0.2380 -1.8186 8.3113
C 0.5905 -0.9404 9.3501
C 1.5979 0.0103 9.1357
C 2.2464 0.0840 7.9063
H 0.6105 -2.4082 6.2510
H -0.5319 -2.5744 8.4636
H 0.0937 -1.0082 10.3182
H 1.8913 0.6980 9.9302
H 3.0461 0.8102 7.7226
```

Summary:
Electronic energy in a.u.: -4754.03192
Charge: -1
2S+1: 2
HOMO-LUMO gap (alpha / beta) in hartree: 0.2150 / 0.1573
HOMO (alpha / beta) in eV: -4.094 / -4.094
Energy relative to the best compared isomer or geometry (same formula, charge and spin) in kJ/mol: 0.0

Max |F| in eV/A, matching the order above: 1.96 2.51 0.74 2.90